Here is a cluster of 2 separate species, C5H10NO in total at a distorted geometry from OMol25. Energies are from ωB97M-V with the def2-TZVPD basis set.

XYZ file:
```
17
C5H10NO | OMol25 | ωB97M-V with the def2-TZVPD basis set
C 2.55666 -0.64579 0.37208
C 2.14713 -0.71869 -0.84422
C -1.62875 -1.02782 0.24854
C 1.22844 1.50870 -0.02575
C -2.63971 -0.18832 0.48822
N 1.29477 0.05292 0.07382
O -3.48117 0.32779 -0.40398
H 3.19106 -0.78998 1.21370
H 2.15548 -0.97488 -1.87745
H -1.47781 -1.46097 -0.72800
H 0.37027 -0.35376 0.35712
H -1.09839 -1.47031 1.07489
H 1.10611 1.94654 0.96323
H 2.13785 1.90107 -0.47932
H 0.37494 1.79131 -0.64218
H -2.83463 0.19611 1.48011
H -3.40225 -0.09391 -1.27081
```

The calculation puts the energy above the lowest of the compared OMol25 structures with the same formula, charge and spin at 4.4754 eV. Its charge is +1. Its multiplicity is 1. The value obtained for the energy is -8874.105 eV.

Results of the Löwdin charge analysis, in e, for atoms 1 through 2:
1 C 0.127
2 C 0.119

Here is the ion C3H6NO3 with charge +1 at a distorted geometry from OMol25. Energies are from ωB97M-V with the def2-TZVPD basis set.

XYZ file:
```
13
C3H6NO3 | OMol25 | ωB97M-V with the def2-TZVPD basis set
C -0.02011 1.23026 -0.32332
C 0.30912 -0.30420 -0.41968
C 1.27466 -0.86405 0.49861
N -1.89076 -0.09582 0.09617
O -2.96531 -0.41718 0.36611
O -1.35105 1.12971 0.21813
O -1.00085 -0.97212 -0.29296
H 0.64484 1.83818 0.28296
H -0.13866 1.84728 -1.32336
H 0.70356 -0.32890 -1.44958
H 1.42365 -1.89692 0.32393
H 0.71631 -0.77155 1.45992
H 2.29460 -0.39468 0.56308
```

The calculation puts the energy above the lowest of the compared OMol25 structures with the same formula, charge and spin at 6.9560 eV. Its charge is +1. As for the expectation value of S²: 2.007. Its multiplicity is 3. The value obtained for the energy is -10822.658 eV.

Results of the Löwdin charge analysis, in e, for atoms 1 through 2:
1 C 0.038
2 C -0.236

Here is a cluster of 2 separate species, C6H2ClNO2 in total at a distorted geometry from OMol25. Energies are from ωB97M-V with the def2-TZVPD basis set.

XYZ file:
```
12
C6H2ClNO2 | OMol25 | ωB97M-V with the def2-TZVPD basis set
C 1.19384 -1.39704 0.59238
C 1.32941 -0.46047 -0.32478
C 0.86367 0.83390 0.06615
C 0.15842 1.41298 1.00343
C 0.04698 -0.54083 2.54413
C -2.24889 0.42675 -2.52474
N 0.52760 -1.26626 1.65511
O -3.25166 0.06146 -2.16564
O -1.17547 0.67760 -2.92202
Cl -0.51347 -0.86035 4.05282
H 1.85702 -0.53508 -1.19529
H 1.21255 1.64735 -0.78157
```

The calculation puts the energy above the lowest of the compared OMol25 structures with the same formula, charge and spin at 0.0667 eV. Its multiplicity is 1. The value obtained for the energy is -24354.161 eV.

Results of the Löwdin charge analysis, in e, for atoms 1 through 2:
1 C -0.062
2 C -0.141

Here is a structure of composition C7H18NOSi2 at a distorted geometry from OMol25. Energies are from ωB97M-V with the def2-TZVPD basis set.

XYZ file:
```
29
C7H18NOSi2 | OMol25 | ωB97M-V with the def2-TZVPD basis set
C -0.41524 -1.42537 -0.30809
C 0.78873 -0.40164 -0.42512
C -2.61770 -0.39758 -1.72051
C -3.14613 -0.86772 1.43475
C 1.29349 1.40500 2.05621
C 0.72959 2.41712 -1.00979
C 2.09229 -0.92788 -0.97748
N 2.85925 -1.55363 0.21247
O -1.19854 0.99969 0.63946
Si -1.91033 -0.37246 0.06309
Si 0.44518 1.23092 0.36075
H -0.29152 -2.43039 -0.66004
H -3.68068 -0.42491 -1.70949
H -2.37156 0.51451 -2.14093
H -2.10982 -1.17964 -2.34000
H -3.65481 -1.81221 1.41902
H -2.64669 -0.72042 2.46263
H -3.90569 -0.04967 1.38955
H 0.62497 1.89294 2.79444
H 1.51318 0.47920 2.37058
H 2.08922 2.11332 1.94542
H -0.10036 3.22172 -0.92908
H 1.71545 2.97068 -0.98104
H 0.59290 2.10987 -2.02460
H 2.66454 -0.14757 -1.51234
H 1.90460 -1.85890 -1.63993
H 2.12007 -2.17007 0.40583
H 2.76848 -0.90596 0.95065
H 3.84712 -1.70897 -0.12641
```

The calculation puts the energy above the lowest of the compared OMol25 structures with the same formula, charge and spin at 0.3861 eV. Its charge is +1. Its multiplicity is 1. The value obtained for the energy is -26838.255 eV.

Results of the Löwdin charge analysis, in e, for atoms 1 through 2:
1 C -0.007
2 C -0.259